ORCA calculation (the ωB97M-V functional and the def2-TZVPD basis) on 2 unconnected molecules or ions with the total composition C17H20F3N2 in a non-equilibrium geometry.

ΔE to the lowest compared entry with this formula, charge and spin in kcal/mol: 5.9
Net charge: +1
Kohn-Sham gap in eV: 5.16
Calculated total energy in eV: -29077.386
2S+1: 1

Each line ends with the Löwdin charge.
Element x y z (Å)
F  5.33  1.98  0.94  0.124
C  5.15  0.76  1.54  -0.512
F  5.97  -0.12  0.90  0.126
F  5.62  0.88  2.82  0.133
C  3.71  0.34  1.49  -0.099
C  3.38  -0.99  1.25  0.013
C  2.04  -1.32  1.09  -0.009
C  1.01  -0.33  1.16  -0.198
C  -0.31  -0.68  0.78  0.048
C  -1.46  0.16  0.85  -0.225
C  -2.72  -0.42  1.17  -0.007
C  -3.86  0.37  1.30  -0.054
C  -3.78  1.76  1.11  -0.036
C  -2.56  2.34  0.74  -0.051
C  -1.42  1.56  0.57  -0.041
C  1.40  0.96  1.62  0.013
C  2.73  1.31  1.72  0.019
H  4.15  -1.75  1.17  0.137
H  1.77  -2.36  0.90  0.127
H  -0.50  -1.76  0.72  0.124
H  -2.77  -1.50  1.33  0.127
H  -4.81  -0.10  1.57  0.119
H  -4.67  2.38  1.26  0.120
H  -2.50  3.42  0.57  0.120
H  -0.49  2.02  0.23  0.115
H  0.64  1.69  1.89  0.112
H  3.03  2.32  1.97  0.139
C  0.96  -1.21  -2.07  -0.053
N  -0.11  -0.25  -1.77  -0.030
N  -1.38  -0.64  -2.02  -0.292
C  -2.33  0.33  -2.54  -0.040
C  -1.72  -2.03  -1.95  -0.056
H  1.07  -1.36  -3.16  0.104
H  1.89  -0.83  -1.66  0.092
H  0.73  -2.17  -1.60  0.074
H  0.06  0.71  -2.06  0.152
H  -3.28  0.23  -1.99  0.092
H  -1.95  1.35  -2.43  0.092
H  -2.52  0.13  -3.62  0.098
H  -2.79  -2.09  -1.69  0.103
H  -1.56  -2.54  -2.92  0.108
H  -1.14  -2.54  -1.17  0.072